Entry 1:
The following is a quantum chemistry calculation of a cluster of 2 separate species, C5H11O2 in total, from the Open Molecules 2025 dataset.

The calculation puts the HOMO energy at -3.9 eV. The calculation puts the maximum force at 2.16 eV/A. Its total charge is -1. The energy above the lowest of the compared OMol25 structures with the same formula, charge and spin comes out at 18.6 kcal/mol. Its total energy is -9459.22320 eV. The orbital gap comes out at 0.291 hartree.

Structure (XYZ):
```
18
C5H11O2, DFT ωB97M-V/def2-TZVPD
C 1.125 -0.703 1.420
C 2.121 -0.463 0.289
C -0.154 -1.514 0.824
O -1.313 -1.223 1.171
O 0.229 -2.497 0.157
H 1.515 -1.357 2.202
H 0.685 0.238 1.771
H 1.573 -0.623 -0.647
H 2.876 -1.235 0.235
H 2.605 0.508 0.152
C -0.803 1.595 -0.959
C -2.057 0.710 -0.989
H -0.793 2.683 -0.912
H -0.194 1.206 -0.146
H -0.293 1.356 -1.903
H -2.326 0.472 0.050
H -3.017 1.103 -1.322
H -1.782 -0.256 -1.394
```



Entry 2:
The following is a quantum chemistry calculation of the molecule C18H20N4O4S, from the Open Molecules 2025 dataset.

The calculation puts the HOMO energy at -8.0 eV. The calculation puts the maximum force at 1.30 eV/A. The energy above the lowest of the compared OMol25 structures with the same formula, charge and spin comes out at 70.1 kcal/mol. The SMILES is COc1ccccc1OCCSc1nnc(CNC(=O)c2ccco2)n1C. Its total energy is -43975.10579 eV. The orbital gap comes out at 0.316 hartree.

Structure (XYZ):
```
47
C18H20N4O4S, DFT ωB97M-V/def2-TZVPD
C -0.355 3.573 -2.890
O -1.180 3.184 -1.820
C -1.145 1.880 -1.401
C -0.381 0.897 -2.016
C -0.419 -0.419 -1.585
C -1.223 -0.771 -0.519
C -1.962 0.202 0.128
C -1.931 1.528 -0.285
O -2.749 2.385 0.408
C -2.284 3.670 0.755
C -1.178 3.650 1.808
S 0.449 3.181 1.119
C 0.549 1.556 1.719
N -0.192 1.033 2.661
N 0.239 -0.220 2.856
C 1.235 -0.446 2.046
C 1.988 -1.730 1.960
N 1.294 -2.703 1.140
C 1.550 -2.812 -0.188
O 2.443 -2.194 -0.739
C 0.681 -3.770 -0.894
C -0.280 -4.652 -0.456
C -0.772 -5.301 -1.606
C -0.080 -4.770 -2.656
O 0.792 -3.855 -2.236
N 1.475 0.660 1.276
C 2.453 0.852 0.244
H -0.610 3.040 -3.811
H 0.704 3.421 -2.658
H -0.541 4.637 -3.029
H 0.245 1.147 -2.857
H 0.184 -1.154 -2.093
H -1.276 -1.796 -0.184
H -2.577 -0.039 0.980
H -3.161 4.161 1.189
H -1.958 4.233 -0.125
H -1.385 2.920 2.590
H -1.052 4.645 2.231
H 2.970 -1.566 1.512
H 2.098 -2.140 2.967
H 0.447 -3.088 1.523
H -0.594 -4.829 0.552
H -1.531 -6.054 -1.647
H -0.127 -4.961 -3.710
H 3.403 1.177 0.673
H 2.597 -0.081 -0.304
H 2.091 1.622 -0.436
```



Entry 3:
The following is a quantum chemistry calculation of the ion C5H13N2O with charge -1, from the Open Molecules 2025 dataset.

The calculation puts the HOMO energy at -2.6 eV. The calculation puts the maximum force at 1.18 eV/A. Its total charge is -1. The energy above the lowest of the compared OMol25 structures with the same formula, charge and spin comes out at 15.0 kcal/mol. The SMILES is CNCC[C@@H](N)C[O-]. Its total energy is -10423.04750 eV. The orbital gap comes out at 0.230 hartree.

Structure (XYZ):
```
21
C5H13N2O, DFT ωB97M-V/def2-TZVPD
C -1.834 0.672 -2.353
N -0.617 0.258 -1.655
C -0.887 -0.824 -0.728
C 0.298 -1.133 0.194
C 0.520 -0.094 1.306
N 1.038 -0.767 2.506
C 1.551 1.053 0.963
O 1.882 1.752 2.058
H -1.612 1.507 -3.018
H -2.176 -0.160 -2.973
H -2.660 0.962 -1.688
H -0.301 1.055 -1.104
H -1.758 -0.632 -0.077
H -1.137 -1.743 -1.276
H 0.051 -2.049 0.739
H 1.229 -1.243 -0.364
H -0.387 0.438 1.603
H 1.862 -1.290 2.223
H 1.443 0.029 2.994
H 2.431 0.546 0.489
H 1.063 1.663 0.160
```



Entry 4:
The following is a quantum chemistry calculation of a cluster of 5 separate species, C15H37Br2NO5 in total, from the Open Molecules 2025 dataset.

The calculation puts the HOMO energy at -9.3 eV. The calculation puts the maximum force at 2.85 eV/A. The SMILES is C[N+](=O)[O-].BrCCBr.CCOCC.CCOCC.CCOCC. Its total energy is -167961.87668 eV. The orbital gap comes out at 0.351 hartree.

Structure (XYZ):
```
60
C15H37Br2NO5, DFT ωB97M-V/def2-TZVPD
C 4.224 6.838 -15.639
N 5.723 6.597 -15.864
O 6.512 6.983 -15.023
O 5.982 5.996 -16.901
H 4.067 7.895 -15.423
H 4.126 6.290 -14.702
H 3.674 6.489 -16.513
Br 1.527 4.892 -15.391
C 0.148 4.866 -16.783
C -0.988 5.709 -16.163
Br -2.611 5.604 -17.232
H -0.148 3.820 -16.863
H 0.501 5.208 -17.756
H -0.597 6.727 -16.166
H -1.263 5.305 -15.189
C -0.571 10.958 -13.892
C -1.503 10.050 -14.706
O -1.929 8.967 -13.870
C -2.922 8.089 -14.301
C -3.041 6.965 -13.252
H 0.437 10.559 -14.010
H -0.499 11.979 -14.268
H -0.832 10.977 -12.834
H -2.365 10.569 -15.126
H -0.963 9.544 -15.505
H -3.868 8.631 -14.258
H -2.749 7.668 -15.291
H -2.133 6.363 -13.213
H -3.838 6.267 -13.505
H -3.331 7.244 -12.239
C 1.684 5.635 -20.223
C 3.055 5.034 -20.450
O 3.964 6.051 -20.681
C 5.006 6.407 -19.822
C 5.893 7.442 -20.494
H 1.626 6.208 -19.298
H 1.140 6.157 -21.010
H 1.002 4.799 -20.067
H 3.350 4.405 -19.610
H 2.914 4.613 -21.445
H 4.577 6.749 -18.880
H 5.591 5.535 -19.530
H 6.107 7.083 -21.501
H 6.851 7.654 -20.019
H 5.423 8.415 -20.636
C -5.022 5.056 -20.224
C -4.499 5.406 -21.613
O -5.402 4.866 -22.647
C -5.199 5.331 -23.950
C -6.060 4.340 -24.800
H -4.334 5.425 -19.464
H -6.011 5.504 -20.123
H -5.244 3.990 -20.281
H -4.480 6.496 -21.645
H -3.499 5.016 -21.798
H -5.770 6.249 -24.093
H -4.136 5.409 -24.178
H -5.662 4.420 -25.811
H -7.117 4.610 -24.816
H -6.109 3.280 -24.552
```



Entry 5:
The following is a quantum chemistry calculation of a structure of composition C4H46BFeO31, from the Open Molecules 2025 dataset.

The calculation puts the HOMO energy (alpha / beta) at -11.6 / -11.6 eV. The multiplicity is 6. The calculation puts the maximum force at 4.90 eV/A. Its total charge is +2. Its total energy is -103423.41892 eV. The orbital gap (alpha / beta) comes out at 0.211 / 0.115 hartree.

Structure (XYZ):
```
83
C4H46BFeO31, DFT ωB97M-V/def2-TZVPD
Fe 4.646 6.608 6.919
O 0.886 -1.321 13.820
C 0.976 -0.877 12.648
O 1.452 0.309 12.282
B 1.348 0.544 10.827
O 0.594 -0.674 10.419
C 0.449 -1.537 11.366
O 0.026 -2.670 11.222
O 2.649 0.640 10.032
C 2.650 1.701 9.247
O 3.565 2.034 8.525
C 1.225 2.419 9.340
O 0.551 1.697 10.322
O 0.939 3.404 8.673
O 3.781 5.161 8.127
H 3.016 5.274 8.692
H 3.966 4.223 8.160
O 7.347 5.833 10.296
H 8.280 5.622 10.338
H 7.064 5.851 11.210
O 5.723 5.481 5.749
H 5.461 4.632 5.394
H 6.573 5.658 5.346
O 9.248 9.494 5.285
H 8.854 9.062 6.042
H 8.537 10.010 4.905
O 3.801 7.930 8.174
H 4.163 8.244 9.003
H 2.911 8.282 8.153
O 5.172 8.268 10.440
H 4.708 8.842 11.049
H 6.077 8.265 10.754
O 5.284 4.981 2.513
H 4.356 5.214 2.539
H 5.332 4.258 1.887
O 2.995 6.465 5.706
H 2.066 6.521 5.929
H 3.024 6.602 4.760
O 3.186 7.009 3.169
H 2.236 7.058 3.063
H 3.535 7.530 2.446
O 2.360 9.656 6.096
H 2.046 9.668 7.000
H 2.357 10.576 5.828
O 8.747 8.072 7.722
H 8.591 8.736 8.394
H 9.413 7.499 8.102
O 8.043 6.268 4.541
H 8.357 6.909 3.904
H 8.826 5.781 4.798
O 6.365 3.227 4.236
H 6.120 3.868 3.569
H 7.245 2.944 3.985
O 3.630 3.699 5.765
H 3.242 3.639 4.892
H 3.231 2.981 6.255
O 4.941 8.269 5.717
H 5.369 8.473 4.885
H 4.677 9.121 6.066
O 6.317 6.830 7.984
H 6.405 6.288 8.768
H 7.134 7.328 7.943
O 6.381 3.726 8.122
H 6.003 3.058 7.550
H 6.773 3.231 8.842
O 4.600 10.776 7.518
H 4.060 11.531 7.281
H 5.258 11.131 8.116
O 1.642 6.001 9.529
H 0.707 6.194 9.582
H 2.010 6.369 10.333
O 1.051 9.278 3.803
H 0.730 8.399 3.602
H 1.303 9.237 4.726
O 0.506 6.361 6.206
H -0.011 6.625 5.445
H -0.133 5.985 6.812
O 1.373 9.035 8.629
H 0.934 8.674 9.399
H 0.981 9.900 8.512
O 6.485 9.264 3.622
H 6.396 10.217 3.600
H 6.353 8.990 2.714
```



Entry 6:
The following is a quantum chemistry calculation of a cluster of 3 separate species, C42H73N2O8S2Si in total, from the Open Molecules 2025 dataset.

The calculation puts the HOMO energy (alpha / beta) at -8.1 / -8.1 eV. The multiplicity is 2. The calculation puts the maximum force at 5.20 eV/A. Its total energy is -93631.09975 eV. The orbital gap (alpha / beta) comes out at 0.281 / 0.281 hartree.

Structure (XYZ):
```
128
C42H73N2O8S2Si, DFT ωB97M-V/def2-TZVPD
C 5.889 -3.137 -1.210
C 6.153 -1.592 -0.874
C 7.386 -1.146 -1.856
C 4.939 -0.601 -1.249
C 3.697 -0.620 -0.218
C 3.330 0.907 0.111
C 2.394 1.131 1.393
C 0.906 0.534 1.266
S 0.700 -0.712 2.651
C -0.054 -2.250 1.877
S 0.892 -3.628 1.705
N -1.451 -2.102 1.440
C -2.291 -1.493 2.495
C -2.823 -0.051 2.218
C -3.675 0.717 3.264
C -4.030 0.058 4.627
C -3.512 -1.372 4.918
C -2.655 -2.125 3.859
C -2.026 -3.343 0.880
C -2.326 -3.337 -0.664
C -2.915 -4.596 -1.389
C -3.267 -5.880 -0.599
C -2.966 -5.883 0.934
C -2.344 -4.647 1.648
C 2.498 -1.420 -0.991
C 1.941 -0.653 -2.284
O 0.486 -0.615 -2.193
Si -0.050 0.617 -3.334
C 0.874 0.380 -4.996
C 0.370 2.307 -2.464
C -1.949 0.376 -3.582
C 4.061 -1.525 1.057
C 5.579 -1.468 1.557
C 5.875 -2.904 2.286
C 5.723 -0.372 2.754
N 6.623 -1.308 0.511
O 7.280 -0.171 0.603
H 5.353 -3.157 -2.236
H 5.255 -3.699 -0.448
H 6.865 -3.749 -1.326
H 7.395 -0.024 -2.041
H 8.338 -1.527 -1.321
H 7.267 -1.776 -2.810
H 5.394 0.465 -1.238
H 4.668 -0.809 -2.339
H 4.329 1.447 0.346
H 2.862 1.488 -0.754
H 2.869 0.761 2.363
H 2.271 2.277 1.509
H 0.626 0.135 0.235
H 0.155 1.386 1.495
H -2.538 0.443 1.234
H -4.018 1.782 3.042
H -4.631 0.590 5.452
H -3.768 -1.851 5.919
H -2.276 -3.157 4.146
H -2.099 -2.424 -1.305
H -3.106 -4.613 -2.522
H -3.727 -6.814 -1.089
H -3.233 -6.852 1.490
H -2.120 -4.735 2.758
H 1.641 -1.705 -0.293
H 2.980 -2.418 -1.326
H 2.437 0.351 -2.507
H 2.184 -1.333 -3.193
H 0.408 1.105 -5.767
H 0.755 -0.699 -5.399
H 2.003 0.562 -4.878
H -0.247 3.122 -2.971
H 0.094 2.140 -1.358
H 1.499 2.430 -2.573
H -2.491 0.566 -2.593
H -2.276 1.141 -4.373
H -2.222 -0.689 -3.935
H 3.396 -1.337 1.979
H 3.833 -2.619 0.751
H 5.389 -2.859 3.335
H 7.002 -3.094 2.324
H 5.394 -3.783 1.710
H 6.744 -0.594 3.244
H 4.940 -0.671 3.548
H 5.619 0.703 2.393
C 1.745 4.737 9.112
O 1.163 4.448 7.853
C 1.541 5.372 6.838
C 1.774 4.660 5.509
O 2.959 3.863 5.462
C 2.967 2.664 6.239
C 2.000 1.587 5.755
O 0.654 1.924 6.077
C -0.267 1.546 5.070
H 1.252 5.603 9.562
H 1.598 3.870 9.759
H 2.819 4.919 9.021
H 2.447 5.924 7.119
H 0.717 6.088 6.727
H 1.913 5.430 4.744
H 0.903 4.082 5.202
H 2.823 2.886 7.297
H 3.982 2.263 6.143
H 2.226 0.639 6.255
H 2.118 1.456 4.673
H 0.054 1.908 4.088
H -1.229 2.006 5.301
H -0.384 0.460 5.054
C -5.810 1.018 -3.900
O -5.797 0.540 -5.233
C -6.456 -0.714 -5.383
C -7.256 -0.760 -6.682
O -8.432 0.051 -6.683
C -8.246 1.467 -6.712
C -7.651 2.004 -8.010
O -6.260 1.703 -8.099
C -5.844 1.385 -9.414
H -5.102 0.447 -3.292
H -5.503 2.065 -3.913
H -6.812 0.960 -3.466
H -7.124 -0.916 -4.537
H -5.679 -1.488 -5.408
H -7.612 -1.787 -6.812
H -6.632 -0.543 -7.548
H -7.680 1.801 -5.841
H -9.250 1.893 -6.609
H -7.749 3.094 -8.036
H -8.194 1.577 -8.860
H -6.488 0.618 -9.856
H -4.831 0.986 -9.360
H -5.843 2.284 -10.038
```